(1)
This record from the OMol25 dataset describes the molecule H5N2P in a non-equilibrium geometry. The level of theory is ωB97M-V with the def2-TZVPD basis set.

Geometry as ORCA input:
```
! wB97M-V def2-TZVPD RIJCOSX def2/J DEFGRID3
* xyz 0 1
N 0.46 0.03 -1.25
N -0.65 -0.05 -0.39
P -0.08 0.26 1.40
H 1.24 -0.49 -0.87
H 0.76 1.06 -1.26
H -1.49 0.59 -0.62
H 0.86 -0.84 1.12
H -1.09 -0.57 1.88
*
```

The HOMO energy is -8.222 eV. The SMILES is NNP. As for the energy relative to the best compared isomer or geometry (same formula, charge and spin): 2.133 eV. The calculation puts the total energy at -453.76982 a.u. The largest force on an atom comes out at 3.37 eV Å⁻¹. For the LUMO energy, the calculation gives 0.8 eV.

Quick look at the Mulliken charges, all values in e:
1 N -0.502
2 N -0.353
3 P -0.019
4 H 0.256
5 H 0.243
6 H 0.263
7 H 0.040
8 H 0.072



(2)
This record from the OMol25 dataset describes C16H40AsFeN2S2Si2 as an isolated structure in a non-equilibrium geometry. The level of theory is ωB97M-V with the def2-TZVPD basis set.

Geometry as ORCA input:
```
! wB97M-V def2-TZVPD RIJCOSX def2/J DEFGRID3
* xyz -1 5
Fe -0.42 -0.85 0.05
C -3.20 -0.77 -1.13
N -2.05 -0.72 -2.03
C -2.06 0.51 -2.80
C -2.03 -1.85 -2.94
C -1.55 -3.13 -2.26
N -0.31 -2.93 -1.52
C 0.81 -2.61 -2.40
C -0.01 -4.15 -0.78
H -4.16 -0.80 -1.68
H -3.17 0.11 -0.49
H -3.12 -1.64 -0.48
H -2.93 0.57 -3.48
H -1.15 0.58 -3.38
H -2.09 1.36 -2.12
H -1.36 -1.61 -3.77
H -3.03 -2.04 -3.38
H -1.44 -3.92 -3.03
H -2.31 -3.46 -1.54
H 0.92 -3.36 -3.21
H 1.72 -2.59 -1.80
H 0.66 -1.62 -2.84
H 0.12 -5.02 -1.44
H -0.82 -4.34 -0.07
H 0.90 -3.98 -0.21
C 1.80 -2.98 3.58
C 0.76 -2.42 2.63
S 1.41 -1.85 1.11
C -0.56 -2.37 2.92
C -1.14 -2.83 4.23
S -1.73 -1.73 1.80
H 2.77 -2.94 3.09
H 1.58 -4.02 3.83
H 1.85 -2.40 4.51
H -0.37 -3.15 4.93
H -1.83 -3.66 4.06
H -1.71 -2.02 4.68
C -0.38 5.06 0.05
Si 0.04 3.53 -1.05
C 1.78 3.88 -1.80
C -1.13 3.83 -2.56
As -0.28 1.53 0.10
Si 1.54 1.73 1.52
C 2.19 3.46 2.07
C 3.10 0.96 0.69
C 1.14 0.93 3.21
H -0.20 6.02 -0.44
H 0.21 5.04 0.96
H -1.43 5.03 0.34
H 1.83 4.82 -2.35
H 2.06 3.09 -2.48
H 2.53 3.92 -1.02
H -1.04 4.84 -2.94
H -2.17 3.68 -2.28
H -0.91 3.15 -3.38
H 2.46 4.06 1.21
H 3.08 3.36 2.69
H 1.45 4.00 2.64
H 3.61 1.69 0.06
H 2.80 0.14 0.06
H 3.82 0.57 1.40
H 0.67 1.66 3.87
H 2.02 0.54 3.70
H 0.44 0.11 3.09
*
```

The HOMO energy (spin up / spin down) is -3.171 / -3.374 eV. As for the energy relative to the best compared isomer or geometry (same formula, charge and spin): 0.430 eV. The calculation puts the total energy at -5618.11901 a.u. The largest force on an atom comes out at 1.95 eV Å⁻¹. For the LUMO energy (spin up / spin down), the calculation gives 2.9 / 2.8 eV.

Here are the Mulliken charges for atoms 1 to 8, given in e:
1 Fe 0.713
2 C -1.259
3 N 1.082
4 C -1.425
5 C -1.276
6 C -1.109
7 N 0.685
8 C -1.111



(3)
This record from the OMol25 dataset describes the molecule C3H5NO2. The level of theory is ωB97M-V with the def2-TZVPD basis set.

Geometry as ORCA input:
```
! wB97M-V def2-TZVPD RIJCOSX def2/J DEFGRID3
* xyz 0 1
O -2.12 0.23 -0.96
C -1.24 -0.56 -0.73
C 0.22 -0.20 -0.86
N 0.56 0.77 0.16
C 0.55 0.37 1.45
O 0.10 -0.70 1.81
H -1.46 -1.60 -0.44
H 0.79 -1.13 -0.71
H 0.43 0.23 -1.83
H 1.25 1.48 -0.06
H 0.93 1.10 2.18
*
```

The HOMO energy is -9.897 eV. The SMILES is O=CCNC=O. As for the energy relative to the best compared isomer or geometry (same formula, charge and spin): 1.016 eV. The calculation puts the total energy at -322.53698 a.u. The largest force on an atom comes out at 0.93 eV Å⁻¹. For the LUMO energy, the calculation gives 0.7 eV.

Here are the Mulliken charges for atoms 1 to 8, given in e:
1 O -0.460
2 C 0.030
3 C -0.401
4 N -0.217
5 C 0.011
6 O -0.535
7 H 0.330
8 H 0.242



(4)
This record from the OMol25 dataset describes C26H28HoN2S2Si as an isolated structure in a non-equilibrium geometry. The level of theory is ωB97M-V with the def2-TZVPD basis set.

Geometry as ORCA input:
```
! wB97M-V def2-TZVPD RIJCOSX def2/J DEFGRID3
* xyz 1 5
C 1.50 -1.35 3.15
C 1.31 -2.26 2.05
C 2.30 -1.96 1.04
H 0.48 -3.00 1.94
C 3.12 -0.88 1.53
C 2.64 -0.54 2.84
H 3.12 0.14 3.55
H 0.99 -1.38 4.11
H 2.39 -2.49 0.09
H 4.04 -0.52 1.08
Ho 0.82 0.03 1.24
C -2.81 1.90 0.89
H -2.38 0.99 0.33
H -3.91 2.11 0.78
H -2.77 1.58 1.96
Si -0.48 -1.34 -1.18
C -2.27 -1.28 -1.71
C -2.99 -2.41 -1.26
H -2.52 -3.10 -0.54
C -4.28 -2.67 -1.73
H -4.82 -3.54 -1.37
C -4.89 -1.77 -2.61
H -5.90 -1.97 -2.98
C -4.25 -0.57 -2.96
H -4.77 0.18 -3.57
C -2.95 -0.31 -2.50
H -2.43 0.63 -2.77
C 0.53 -1.80 -2.66
C -0.05 -2.27 -3.86
H -1.09 -2.09 -4.09
C 0.72 -2.94 -4.83
H 0.26 -3.36 -5.73
C 2.10 -3.08 -4.65
H 2.71 -3.66 -5.36
C 2.72 -2.45 -3.55
H 3.81 -2.53 -3.43
C 1.96 -1.70 -2.63
H 2.44 -1.00 -1.94
H -0.56 -1.62 0.37
H -2.27 2.87 0.77
C 0.70 0.70 5.48
C 0.41 1.80 4.55
N 0.47 1.78 3.22
C 0.19 3.08 2.70
C -0.20 4.02 3.67
S -0.15 3.34 5.28
C 0.52 3.31 1.32
C 0.52 4.52 0.65
S 1.13 4.39 -0.95
C 1.57 2.73 -0.60
N 1.16 2.26 0.59
C 2.36 2.00 -1.63
H 0.70 1.11 6.49
H -0.10 -0.03 5.39
H 1.69 0.30 5.27
H -0.43 5.08 3.44
H 0.14 5.44 1.08
H 1.68 1.46 -2.31
H 2.90 2.76 -2.23
H 3.15 1.34 -1.22
*
```

The HOMO energy (spin up / spin down) is -9.852 / -7.664 eV. As for the energy relative to the best compared isomer or geometry (same formula, charge and spin): 2.353 eV. The calculation puts the total energy at -3150.65576 a.u. The largest force on an atom comes out at 3.43 eV Å⁻¹. For the LUMO energy (spin up / spin down), the calculation gives -2.9 / -3.9 eV.

Here are the Mulliken charges for atoms 1 to 8, given in e:
1 C -0.159
2 C -1.191
3 C -0.390
4 H 0.480
5 C -1.004
6 C -0.116
7 H 0.403
8 H 0.419